{"formula": "C70H190N30O30", "method": "ωB97M-V with the def2-TZVPD basis set", "total_charge": 0, "e_tot_ev": -181782.7420, "elements": ["C", "O", "C", "C", "N", "C", "C", "O", "C", "H", "H", "H", "H", "H", "H", "H", "H", "H", "H", "H", "H", "H", "H", "H", "C", "O", "C", "C", "N", "C", "C", "O", "C", "H", "H", "H", "H", "H", "H", "H", "H", "H", "H", "H", "H", "H", "H", "H", "C", "O", "C", "C", "N", "C", "C", "O", "C", "H", "H", "H", "H", "H", "H", "H", "H", "H", "H", "H", "H", "H", "H", "H", "C", "O", "C", "C", "N", "C", "C", "O", "C", "H", "H", "H", "H", "H", "H", "H", "H", "H", "H", "H", "H", "H", "H", "H", "C", "O", "C", "C", "N", "C", "C", "O", "C", "H", "H", "H", "H", "H", "H", "H", "H", "H", "H", "H", "H", "H", "H", "H", "C", "O", "C", "C", "N", "C", "C", "O", "C", "H", "H", "H", "H", "H", "H", "H", "H", "H", "H", "H", "H", "H", "H", "H", "C", "O", "C", "C", "N", "C", "C", "O", "C", "H", "H", "H", "H", "H", "H", "H", "H", "H", "H", "H", "H", "H", "H", "H", "C", "O", "C", "C", "N", "C", "C", "O", "C", "H", "H", "H", "H", "H", "H", "H", "H", "H", "H", "H", "H", "H", "H", "H", "C", "O", "C", "C", "N", "C", "C", "O", "C", "H", "H", "H", "H", "H", "H", "H", "H", "H", "H", "H", "H", "H", "H", "H", "C", "O", "C", "C", "N", "C", "C", "O", "C", "H", "H", "H", "H", "H", "H", "H", "H", "H", "H", "H", "H", "H", "H", "H", "C", "O", "N", "N", "H", "H", "H", "H", "C", "O", "N", "N", "H", "H", "H", "H", "C", "O", "N", "N", "H", "H", "H", "H", "C", "O", "N", "N", "H", "H", "H", "H", "C", "O", "N", "N", "H", "H", "H", "H", "C", "O", "N", "N", "H", "H", "H", "H", "C", "O", "N", "N", "H", "H", "H", "H", "C", "O", "N", "N", "H", "H", "H", "H", "C", "O", "N", "N", "H", "H", "H", "H", "C", "O", "N", "N", "H", "H", "H", "H"], "xyz": [[5.628582, -1.650792, -3.609421], [5.084042, -0.647672, -4.512351], [3.806852, -0.103802, -4.220881], [3.767622, 1.227338, -5.004121], [2.875232, 1.188458, -6.169081], [2.346632, 2.540088, -6.606971], [3.515292, 3.551118, -6.632531], [3.650722, 4.318918, -5.407091], [4.687452, 5.237058, -5.597421], [4.805292, -2.358912, -3.515271], [5.986422, -1.183872, -2.691801], [6.405322, -2.297572, -4.017401], [3.786752, 0.001548, -3.136171], [3.021672, -0.811362, -4.487241], [4.734502, 1.723948, -5.085601], [3.267302, 1.836538, -4.251361], [3.301382, 0.616308, -6.884021], [1.535072, 2.783468, -5.921241], [1.913652, 2.448708, -7.603111], [3.249712, 4.250188, -7.425541], [4.431672, 3.028608, -6.906991], [5.680832, 4.789928, -5.634351], [4.788172, 5.927448, -4.759981], [4.600932, 5.738068, -6.561581], [-2.837878, 3.126388, 2.319099], [-3.450608, 3.582418, 3.527089], [-4.750618, 3.102748, 3.828419], [-4.905198, 3.365238, 5.363229], [-4.780188, 4.704918, 5.810199], [-4.805118, 4.810258, 7.275969], [-6.165308, 4.317848, 7.826549], [-7.156368, 5.140238, 7.281099], [-8.487638, 4.736288, 7.451169], [-3.422438, 3.446338, 1.456539], [-2.879678, 2.037208, 2.325579], [-1.790748, 3.418508, 2.239759], [-4.889488, 2.114168, 3.390789], [-5.393878, 3.661078, 3.148279], [-4.356818, 2.698298, 6.028479], [-5.965058, 3.157558, 5.510469], [-3.944518, 5.049018, 5.359259], [-4.734178, 5.820148, 7.679929], [-3.927148, 4.289798, 7.658589], [-6.020398, 4.326688, 8.906839], [-6.263608, 3.263208, 7.569329], [-8.594038, 3.672208, 7.240159], [-8.965148, 5.255848, 6.620409], [-8.906418, 5.046448, 8.408519], [-0.100498, 9.526958, 7.058729], [1.385622, 9.448498, 7.018199], [1.944452, 8.170378, 7.275519], [1.225872, 6.901848, 6.567719], [1.133742, 6.987678, 5.123939], [0.061532, 6.111468, 4.671599], [-0.432138, 6.304658, 3.126719], [0.115422, 5.352038, 2.229149], [-0.466748, 5.562318, 0.891149], [-0.526938, 8.962058, 6.229779], [-0.355298, 10.584928, 6.996529], [-0.439418, 9.062628, 7.984809], [2.087452, 8.093008, 8.353329], [2.960042, 8.203398, 6.881079], [0.315332, 6.749158, 7.147109], [1.764212, 5.987948, 6.818859], [1.232472, 7.955808, 4.853619], [-0.790598, 6.316358, 5.319669], [0.045792, 5.023238, 4.731629], [-0.076008, 7.251118, 2.719909], [-1.518168, 6.346228, 3.043579], [-0.190068, 4.752108, 0.216529], [-0.051838, 6.415348, 0.354229], [-1.550508, 5.668018, 0.842069], [-0.266568, -1.665212, 3.246149], [0.405602, -0.524422, 3.822919], [-0.242778, 0.735258, 3.454899], [0.502112, 1.837658, 4.228949], [0.310552, 1.723178, 5.605419], [-0.978668, 1.863758, 6.112549], [-0.911658, 2.558328, 7.537319], [-1.185098, 3.936938, 7.566839], [-1.238768, 4.500658, 8.844269], [0.283072, -2.586412, 3.439519], [-0.565548, -1.697142, 2.198439], [-1.210098, -1.751042, 3.785119], [-1.286268, 0.719558, 3.769519], [-0.287608, 1.012388, 2.401679], [0.126972, 2.801408, 3.884619], [1.568492, 1.935258, 4.025449], [0.514552, 0.734748, 5.566999], [-1.342248, 0.836738, 6.146199], [-1.516288, 2.516648, 5.424939], [0.009832, 2.268058, 8.041989], [-1.697758, 2.088698, 8.128579], [-1.561148, 5.539148, 8.768719], [-0.342158, 4.299838, 9.430679], [-1.998278, 3.865238, 9.299779], [-0.551898, -4.231432, 0.034799], [0.362402, -3.263802, -0.423221], [-0.235998, -2.394882, -1.405051], [0.787672, -1.571152, -2.077161], [1.831652, -0.915362, -1.313421], [1.394852, 0.105858, -0.347751], [2.639612, 0.868108, 0.153759], [2.121802, 1.819498, 1.116669], [2.496102, 3.167518, 0.826019], [-1.128148, -4.755542, -0.727661], [-1.238438, -3.766152, 0.742109], [0.107462, -4.960552, 0.505669], [-0.984858, -1.881752, -0.801721], [-0.783788, -2.894542, -2.204031], [0.278412, -0.953682, -2.817081], [1.399012, -2.271822, -2.645871], [2.147552, -1.666672, -0.716891], [0.935222, -0.415772, 0.491729], [0.732132, 0.891128, -0.711431], [3.034192, 1.244058, -0.790201], [3.304862, 0.193228, 0.692369], [2.022342, 3.608588, -0.050971], [3.565292, 3.359738, 0.736709], [2.279792, 3.754058, 1.718929], [-3.841298, 4.637808, -2.788061], [-4.203518, 3.377028, -3.275251], [-5.119338, 2.551278, -2.512541], [-5.173558, 1.116118, -3.307351], [-6.005088, 0.965278, -4.552721], [-5.114258, 1.141188, -5.739141], [-5.995518, 1.613458, -6.857971], [-6.884948, 2.673118, -6.704261], [-6.269548, 3.896528, -6.293691], [-4.598558, 5.155858, -2.199591], [-3.161998, 5.221768, -3.409061], [-3.410858, 4.318308, -1.838991], [-6.064418, 3.088408, -2.592691], [-4.870018, 2.366298, -1.467681], [-5.695168, 0.451538, -2.618621], [-4.138648, 0.774328, -3.292171], [-6.843288, 1.520488, -4.649001], [-4.711928, 0.169768, -6.026481], [-4.283898, 1.839678, -5.635631], [-6.405148, 0.783368, -7.433511], [-5.334948, 1.970508, -7.648081], [-5.670658, 4.426498, -7.034341], [-5.867138, 3.642728, -5.313011], [-7.024578, 4.648648, -6.064871], [7.046552, 0.575578, -0.174721], [7.239942, 1.879588, -0.716861], [6.169512, 2.421038, -1.480371], [6.795892, 3.781418, -1.946831], [6.964842, 4.843508, -0.923441], [5.816202, 5.282498, -0.159391], [4.602042, 5.984878, -0.851191], [3.652272, 5.852248, 0.230159], [3.444932, 6.946308, 1.109739], [7.841512, 0.231708, 0.487009], [6.871212, -0.120632, -0.994871], [6.147102, 0.497438, 0.435999], [5.328642, 2.699028, -0.844951], [5.724452, 1.651678, -2.111331], [6.081822, 4.204998, -2.653081], [7.814382, 3.509388, -2.223911], [7.777692, 4.679318, -0.346881], [6.183062, 5.938428, 0.630089], [5.337202, 4.450328, 0.356509], [4.301252, 5.488458, -1.773791], [4.839942, 7.048428, -0.831711], [2.795162, 6.616658, 1.920429], [3.083102, 7.685808, 0.395369], [4.358832, 7.197578, 1.648009], [-1.575368, -5.374892, 5.146679], [-0.592318, -5.921262, 4.371369], [0.743542, -5.424332, 4.691069], [1.833972, -6.589712, 4.525549], [2.978662, -5.883912, 3.997259], [3.062842, -6.039952, 2.586209], [4.381752, -5.682362, 1.919149], [5.528612, -6.319602, 2.322569], [6.078622, -5.622332, 3.510879], [-1.423328, -4.300592, 5.250899], [-1.582868, -5.718442, 6.181089], [-2.493838, -5.554732, 4.587959], [0.718512, -5.099692, 5.731299], [0.897782, -4.467552, 4.192159], [1.571502, -7.538902, 4.058389], [2.217912, -6.632222, 5.544799], [3.892982, -6.219662, 4.264479], [2.205552, -5.517402, 2.161839], [2.820552, -7.080332, 2.369429], [4.457922, -4.595212, 1.898959], [4.408932, -6.003012, 0.877739], [6.938752, -6.144382, 3.930099], [5.400282, -5.726322, 4.357719], [6.353332, -4.567622, 3.495869], [-0.592578, -6.963122, -9.656831], [0.316902, -6.359602, -8.749601], [1.066152, -5.268362, -9.307221], [0.616872, -3.955042, -8.680261], [0.882522, -3.911242, -7.225821], [2.284402, -3.704452, -6.787661], [2.450752, -3.895832, -5.238171], [2.238862, -5.267002, -4.874641], [1.961132, -5.593712, -3.496241], [-0.950378, -7.876902, -9.182391], [0.010782, -7.225952, -10.525731], [-1.348378, -6.203092, -9.854851], [0.989532, -5.176122, -10.390611], [2.119522, -5.487272, -9.132351], [-0.430078, -3.678712, -8.805251], [1.257102, -3.160262, -9.063061], [0.613012, -4.811862, -6.856591], [2.523282, -2.663032, -7.003231], [2.891092, -4.420612, -7.341871], [1.556672, -3.459522, -4.792801], [3.368332, -3.416612, -4.896851], [0.885342, -5.704212, -3.359951], [2.413742, -4.797092, -2.905771], [2.314902, -6.575322, -3.180991], [3.532532, -2.779232, 4.414199], [3.399622, -1.549562, 5.093969], [4.032792, -0.506232, 4.403839], [5.046512, 0.081148, 5.370499], [6.123232, 0.759858, 4.737989], [5.710182, 1.918548, 3.933349], [5.216572, 3.133438, 4.683559], [5.230322, 4.243118, 3.783269], [4.605492, 5.320738, 4.272069], [4.581642, -3.021882, 4.583259], [3.504112, -2.700632, 3.327409], [3.013492, -3.594882, 4.917599], [3.398992, 0.276438, 3.986939], [4.553242, -0.760692, 3.480539], [5.559422, -0.674662, 5.965289], [4.605152, 0.788818, 6.072279], [6.806392, 1.176188, 5.354479], [4.873082, 1.618448, 3.303019], [6.497502, 2.255148, 3.258859], [5.955592, 3.313358, 5.464319], [4.286632, 3.035698, 5.243699], [3.550532, 5.057278, 4.196259], [4.831772, 6.009158, 3.457829], [4.947642, 5.643218, 5.255449], [0.805582, 5.324388, -3.435601], [-0.028978, 5.317538, -2.550761], [0.700172, 5.806358, -4.647171], [2.010362, 4.835738, -3.211751], [-0.141478, 6.170488, -5.070421], [1.453622, 5.528568, -5.259741], [2.719542, 4.797878, -3.929891], [2.057642, 4.655668, -2.219061], [-1.041498, 1.806778, -3.757431], [-1.188328, 0.638798, -4.106571], [-0.575618, 2.205608, -2.596971], [-1.475488, 2.835188, -4.408151], [-0.174668, 1.546038, -1.945591], [-0.325248, 3.178148, -2.489381], [-2.236308, 2.693518, -5.057141], [-1.049388, 3.730568, -4.216221], [-3.881398, -0.973232, 0.532449], [-3.540898, -0.160532, 1.341259], [-4.374708, -2.163732, 0.593079], [-3.731818, -0.689282, -0.697181], [-4.721118, -2.519022, 1.472779], [-4.711038, -2.445462, -0.316661], [-3.229508, 0.151128, -0.945201], [-3.952048, -1.338972, -1.438461], [-1.455568, -6.742282, -5.139031], [-1.385138, -7.945702, -4.984131], [-2.081688, -6.025982, -4.258651], [-0.960148, -5.958492, -6.115711], [-2.684258, -6.381612, -3.530271], [-2.181178, -5.058552, -4.531181], [-1.310958, -5.012022, -6.080641], [-0.465848, -6.222282, -6.956061], [1.694582, -9.044902, -0.706121], [0.850252, -8.147272, -0.529771], [2.536292, -9.577412, 0.205809], [1.737502, -9.749112, -1.752571], [3.127582, -10.280952, -0.213121], [2.252722, -9.552652, 1.174859], [1.104272, -9.307442, -2.403761], [2.168852, -10.662332, -1.744311], [-2.434478, -8.274792, -0.809571], [-3.436668, -9.026102, -0.965631], [-1.531748, -7.919432, -1.704821], [-2.235378, -7.661722, 0.300859], [-0.653918, -7.792712, -1.221651], [-1.555048, -8.345062, -2.620461], [-1.269978, -7.401092, 0.442869], [-2.846408, -8.053322, 1.003289], [-6.372478, -7.230262, -1.663301], [-7.452018, -6.631432, -1.784361], [-5.553468, -7.031042, -0.673021], [-5.797228, -8.008562, -2.504261], [-5.921718, -6.316912, -0.061041], [-4.802488, -7.660382, -0.427951], [-6.387158, -8.448952, -3.195741], [-4.933138, -8.486762, -2.292641], [-5.826868, -3.119502, -3.242071], [-5.292608, -2.576942, -2.377101], [-6.502888, -2.477272, -4.122251], [-5.746808, -4.349172, -3.518361], [-6.636708, -2.873242, -5.041711], [-6.572428, -1.483342, -3.956771], [-6.429058, -4.790432, -4.118291], [-5.228368, -4.937972, -2.882241], [-2.147898, -2.445822, -5.080161], [-2.456458, -3.573002, -5.505811], [-1.146198, -1.743152, -5.495451], [-2.827928, -1.816292, -4.104221], [-0.969298, -0.847172, -5.064141], [-0.473768, -2.156862, -6.125351], [-3.562018, -2.239312, -3.554451], [-2.510808, -0.901692, -3.816051], [-5.884418, -2.623902, 3.788409], [-5.615368, -3.038652, 2.672679], [-6.890638, -3.112162, 4.450619], [-5.145458, -1.755072, 4.447679], [-6.674798, -3.165882, 5.435819], [-7.318028, -3.923212, 4.026779], [-5.530338, -1.369362, 5.298079], [-4.257398, -1.446052, 4.078939]], "atomic_forces_ev_per_a": [[-1.834, 0.291, -0.878], [2.128, -1.069, -0.527], [1.803, -0.295, -0.146], [-2.288, -0.056, 1.595], [-0.220, 0.519, 0.262], [2.000, -1.867, 0.887], [-1.800, 0.390, -0.049], [0.019, -0.798, -1.029], [1.303, 0.508, 0.023], [-0.070, -0.138, 1.103], [-0.294, -0.180, 0.177], [0.312, 0.801, -0.649], [-0.475, 0.535, 0.145], [-0.314, 0.152, -0.240], [0.383, -0.527, -0.410], [-0.370, 0.641, -0.181], [-0.129, 0.376, -0.454], [0.122, 0.378, 0.121], [0.132, -0.061, 0.008], [0.383, 0.404, -0.152], [0.161, 0.134, 0.225], [0.066, -0.676, -0.017], [-0.633, 0.178, -0.054], [-0.313, 0.465, 0.090], [-1.006, -0.865, 0.557], [1.630, 0.350, -0.043], [1.443, 1.219, -0.188], [-2.519, -1.332, -1.098], [0.489, 1.530, -0.595], [-0.476, -0.040, -0.676], [1.815, -0.312, -0.300], [0.718, -0.073, 0.571], [0.207, 0.293, -1.031], [0.084, 0.282, -0.280], [0.098, -0.244, -0.236], [-0.184, 0.439, 0.283], [0.189, -0.819, 1.055], [-0.841, 0.658, 0.685], [0.515, -0.660, -0.402], [-0.262, -0.679, 0.225], [0.295, 0.580, 0.532], [0.189, 0.381, -0.742], [-0.166, -0.568, 0.620], [-0.666, 0.374, 0.433], [-0.566, -0.158, -0.183], [-0.124, -0.242, 0.378], [-0.605, 0.027, 0.300], [-0.062, -0.206, 0.113], [2.035, -0.626, 0.173], [-1.795, 0.145, -0.688], [-0.047, -1.041, -1.229], [1.375, 1.156, 1.749], [0.728, -1.151, 0.992], [-2.397, 1.247, -2.799], [1.234, 0.858, 1.135], [-1.194, -0.344, -1.350], [1.004, -0.358, 0.187], [-0.036, 0.103, -0.134], [0.061, -0.210, 0.072], [-0.192, 0.239, 0.152], [-0.493, -0.716, 0.205], [0.071, 0.216, -0.200], [-0.929, 0.160, -0.569], [0.523, 0.059, 0.216], [-0.879, -0.198, -0.716], [-0.659, 0.248, -0.141], [1.702, -0.191, 0.488], [-0.012, 0.665, 0.444], [-0.194, -0.389, 0.309], [0.033, -0.426, 0.519], [0.227, 0.530, 0.512], [-0.132, -0.120, 0.643], [-0.595, 0.032, 1.270], [-0.650, 0.254, -2.018], [0.935, 0.118, 0.491], [-0.714, 1.627, -2.605], [3.105, -1.387, 0.518], [-0.514, 1.568, 1.410], [-1.387, -1.383, -0.131], [1.109, 0.580, -2.099], [-0.771, -1.660, 0.031], [0.392, 0.334, 0.134], [0.548, 0.863, -0.345], [-0.335, -0.229, 0.091], [-0.210, -0.152, 0.225], [0.518, -0.708, -0.362], [-0.322, 0.243, -0.290], [0.096, -0.669, -0.337], [0.558, -0.527, 1.811], [-1.250, 0.344, 0.585], [-0.767, -0.093, 0.141], [0.446, 0.327, -0.203], [-0.403, -0.269, 0.363], [0.286, -0.124, 0.106], [0.413, 0.559, -0.077], [-0.532, 0.521, 1.004], [0.670, -0.153, 0.588], [0.154, 0.036, -1.757], [-0.803, -0.323, 1.880], [1.015, -0.245, -1.085], [-0.619, 0.963, 0.474], [0.960, -0.661, 0.729], [-2.184, -0.429, 0.495], [1.112, 0.473, -1.295], [0.393, 0.141, 1.097], [0.043, 0.208, -0.417], [-0.227, -0.180, 0.211], [-0.416, -0.218, 0.406], [-0.295, 0.819, -0.339], [-0.020, -0.631, 0.046], [0.163, 0.480, 0.107], [-0.254, -0.298, -0.516], [0.565, -0.171, 0.073], [-0.458, 0.417, 0.278], [-0.075, -0.452, -0.204], [0.692, 0.678, 0.422], [0.363, 0.044, -0.286], [-0.359, -0.176, -0.091], [0.286, -0.679, -0.311], [-0.636, 0.082, -0.155], [0.029, -1.367, 3.320], [-0.538, -0.947, -1.374], [0.046, -0.585, -2.927], [-2.503, 1.465, 2.135], [3.575, -0.034, 0.071], [-1.937, 0.010, 0.530], [1.733, 0.152, -3.002], [-1.227, 0.544, 0.386], [-1.069, -0.447, 1.047], [-1.187, 0.864, -1.442], [-0.419, -0.271, -0.024], [1.908, 0.539, 0.222], [-0.463, -0.330, 0.372], [0.480, 0.176, 0.074], [0.271, 0.012, 0.547], [-0.102, -0.120, -1.090], [0.208, 0.449, 0.502], [0.188, -0.002, 0.016], [-0.021, 0.115, 0.639], [-1.158, -0.049, 0.726], [0.856, 0.047, -0.224], [0.753, -0.735, -0.080], [1.149, 0.695, -0.162], [-0.616, -0.381, -0.136], [-1.027, 0.199, -0.364], [0.333, -0.788, 0.827], [0.687, 0.933, 1.776], [-0.982, -0.355, 0.929], [-0.022, -0.282, -0.941], [0.093, -0.792, -0.210], [1.441, 0.236, 3.252], [-0.988, -1.520, -0.668], [0.596, -0.612, -1.064], [0.410, 0.464, -0.458], [0.343, -0.303, -0.096], [-0.334, 0.376, 0.170], [-0.225, -0.091, 0.564], [0.471, 0.263, -1.109], [0.619, -0.050, -0.847], [-0.262, 0.387, -0.966], [-0.224, -0.117, 0.077], [-0.045, 0.109, -0.054], [0.014, -0.207, 0.187], [-0.357, 0.443, 0.102], [-0.066, 0.136, -1.375], [-0.639, 0.118, -0.508], [-0.291, 0.990, 1.092], [0.359, 0.541, -0.362], [-0.703, 1.106, 0.135], [2.447, -0.615, -0.606], [-1.614, -1.791, 0.081], [0.507, 3.538, 1.935], [1.544, 0.057, -0.845], [-0.802, -0.681, -1.297], [-1.336, 0.693, -1.848], [2.284, 1.218, 3.396], [-0.080, -1.651, 0.741], [-0.236, 0.476, -0.211], [-0.203, -0.611, 0.112], [-0.307, 0.017, 0.566], [0.173, -0.347, 0.382], [0.499, -0.421, -0.857], [-0.346, 0.167, -0.045], [-0.786, -1.392, 0.369], [-0.636, -0.544, 1.131], [0.219, 0.480, -0.605], [0.220, -0.565, -0.429], [0.421, 0.289, 0.192], [-1.121, 0.252, -0.316], [0.289, -0.309, -0.824], [-0.185, 0.304, -0.139], [-0.293, 0.107, -1.124], [0.938, 0.438, 0.342], [0.730, 0.311, 0.073], [-0.632, -0.028, 0.122], [1.650, 0.370, 1.323], [-0.162, -0.020, 0.734], [-0.855, -0.552, 0.469], [-2.248, -0.759, -0.628], [1.191, -1.136, -0.546], [-0.165, 0.948, -0.876], [-0.328, 0.255, -0.069], [-0.517, -0.117, -0.465], [-0.476, -0.516, -0.450], [-0.410, -0.374, -0.235], [0.072, 0.211, 0.329], [-0.014, -0.358, -0.414], [-0.219, 0.216, -0.575], [-0.051, 0.119, 0.384], [0.424, -0.037, -0.145], [0.779, 0.229, 0.139], [0.189, 1.183, 0.082], [0.209, -0.345, 0.197], [-0.273, 0.654, 0.106], [-0.282, -0.201, 0.586], [0.755, 0.069, -0.523], [1.888, -0.004, 0.887], [-1.411, 0.237, -0.832], [0.975, 0.824, 0.278], [0.531, 0.484, 1.134], [1.204, 1.889, -2.270], [-1.160, -0.555, -0.665], [1.201, 0.558, 0.250], [2.001, -3.928, -0.068], [-1.381, 1.397, -1.062], [0.538, -0.616, -0.134], [-1.042, -0.114, -0.071], [-0.574, 0.468, -0.517], [-0.959, -0.062, 0.659], [0.416, -0.982, 0.055], [-0.605, -0.500, 0.020], [-0.843, -0.288, 0.358], [0.052, -0.691, 0.682], [0.118, -0.190, -0.380], [0.199, -0.101, 0.128], [0.329, 0.356, 0.397], [-0.549, -0.120, -0.484], [-0.624, 0.852, 0.817], [-0.347, 1.064, 0.655], [-0.102, 0.192, 0.127], [0.224, -0.031, 1.131], [-1.790, 0.051, 0.589], [-0.742, 1.077, -3.482], [0.977, -0.812, 1.474], [0.115, -0.179, 0.418], [-0.273, 0.360, -0.297], [0.250, -0.367, 0.515], [1.131, -0.392, -0.182], [-0.337, -1.744, 0.907], [-0.248, -0.603, 0.097], [2.041, -0.309, 2.932], [-1.055, 2.551, -3.545], [0.031, 0.119, -0.460], [-0.214, 0.079, 0.460], [0.415, 0.386, -0.101], [-0.823, 0.068, -0.122], [0.219, -0.030, 0.542], [0.773, 1.756, 4.183], [-1.064, -3.125, 1.245], [1.552, 2.896, -7.368], [-0.352, -0.282, -0.143], [-0.449, -0.945, 0.640], [-0.171, -0.163, 0.108], [0.013, 0.319, 0.024], [0.399, -1.379, -0.617], [0.933, -2.129, -0.627], [-1.884, 3.038, 2.620], [0.506, 0.384, -1.030], [0.429, -0.313, -0.401], [-0.610, 0.260, 0.602], [0.085, 0.203, -0.361], [-0.269, -0.786, 0.267], [-1.465, 1.286, 4.457], [1.575, 0.098, 0.650], [0.648, 0.783, 1.426], [-0.565, -1.085, -5.189], [0.121, 0.020, 1.215], [0.548, -0.125, -0.157], [0.183, -1.221, -1.196], [-0.570, 0.358, -0.859], [-2.729, -2.288, -2.951], [0.706, 0.772, -0.326], [0.365, -0.372, -1.709], [-0.004, 1.119, 4.069], [0.697, 0.203, -1.118], [0.171, -0.026, -0.171], [-0.300, 0.282, 0.992], [0.685, 0.385, 0.706], [-2.343, 2.118, 0.464], [0.279, -0.552, -0.279], [0.918, 2.282, 4.018], [0.412, -3.691, -4.937], [0.566, -0.279, 0.502], [-0.089, 0.036, -0.036], [0.183, 0.129, -0.045], [0.047, -0.017, 0.222], [-1.672, -0.730, -3.132], [4.285, 3.792, 7.168], [-3.157, 3.400, -3.386], [0.888, -6.787, -0.409], [-0.140, 0.492, 0.234], [-0.080, 0.069, -0.657], [0.280, -0.105, 0.344], [-0.278, -0.129, -0.147], [-1.804, -1.529, 0.880], [-0.021, 0.204, -0.055], [2.798, 1.228, -1.602], [-1.050, 0.466, 1.100], [0.232, 0.041, -0.228], [-0.058, -0.143, -0.088], [0.050, -0.188, -0.353], [0.011, -0.089, 0.012], [1.961, -0.572, -2.457], [-0.069, -0.346, -0.449], [-2.869, -1.258, 2.485], [1.110, 1.628, 1.323], [-0.734, -0.307, 0.051], [0.009, 0.141, 0.157], [0.500, 0.201, -0.238], [-0.347, 0.181, -0.084]]}